1.
14
Properties=species:S:1:pos:R:3 method="wB97M-V/def2-TZVPD" charge=-1 total_energy_ha=-1005.82760
C -2.131 0.322 -0.261
C -0.893 -0.015 0.207
C -1.233 2.179 0.294
N -2.347 1.641 -0.159
O -0.315 1.235 0.641
O -0.347 -1.104 0.469
P 2.609 -0.329 0.057
P 1.291 -1.823 -0.782
H -2.800 -0.353 -0.821
H -1.121 3.140 0.508
H 2.597 -2.576 -1.103
H 1.742 0.562 -0.673
H 1.816 -0.241 1.261
H 1.130 -2.637 0.363

---

2.
75
Properties=species:S:1:pos:R:3 method="wB97M-V/def2-TZVPD" charge=-2 total_energy_ha=-7830.54332
Na -0.443 -0.352 -0.917
C 2.613 8.690 -2.670
C 2.355 7.530 -1.744
C 2.118 7.732 -0.389
C 1.892 6.660 0.465
C 1.906 5.368 -0.031
C 2.136 5.149 -1.383
C 2.357 6.224 -2.228
S 1.645 3.965 1.059
O 2.963 3.402 1.262
O 1.007 4.532 2.239
N 0.792 2.937 0.252
C -0.506 3.180 -0.106
C -1.220 4.367 0.183
C -2.518 4.505 -0.258
C -3.118 3.474 -0.971
C -2.362 2.337 -1.199
N -1.101 2.181 -0.792
H 2.324 9.634 -2.207
H 2.053 8.584 -3.600
H 3.672 8.757 -2.931
H 2.100 8.744 0.003
H 1.689 6.812 1.517
H 2.119 4.134 -1.762
H 2.524 6.048 -3.286
H -0.757 5.145 0.772
H -3.066 5.413 -0.032
H -4.141 3.529 -1.319
H -2.794 1.478 -1.701
Se 0.718 -3.008 0.824
Se 0.597 -2.094 2.948
C -0.548 -0.580 2.560
C -0.197 0.655 3.083
C -1.051 1.723 2.858
C -2.211 1.506 2.134
C -2.449 0.238 1.621
N -1.628 -0.795 1.824
C 2.114 -1.843 0.177
C 3.282 -2.370 -0.354
C 4.224 -1.480 -0.841
C 3.977 -0.119 -0.755
C 2.777 0.308 -0.204
N 1.854 -0.546 0.241
H 0.745 0.788 3.598
H -0.777 2.716 3.192
H -2.892 2.314 1.906
H -3.321 0.044 1.005
H 3.427 -3.439 -0.401
H 5.143 -1.848 -1.282
H 4.692 0.609 -1.113
H 2.525 1.357 -0.112
N -0.126 -0.017 -3.342
N 0.523 -1.092 -3.984
C 0.654 -2.321 -3.250
O 0.936 -3.308 -3.944
O 0.485 -2.247 -2.003
H -1.138 -0.053 -3.435
H 0.227 0.858 -3.703
H 0.205 -1.290 -4.923
O -6.271 -2.067 0.794
S -5.789 -2.234 -0.559
O -6.804 -2.489 -1.558
N -4.805 -1.036 -0.998
C -3.559 -1.469 -1.220
O -2.602 -0.754 -1.555
C -3.391 -2.957 -1.008
C -2.245 -3.716 -1.171
C -2.337 -5.077 -0.899
C -3.535 -5.651 -0.481
C -4.684 -4.881 -0.331
C -4.577 -3.533 -0.606
H -1.316 -3.262 -1.506
H -1.458 -5.700 -1.019
H -3.575 -6.715 -0.275
H -5.622 -5.318 -0.013

---

3.
193
Properties=species:S:1:pos:R:3 method="wB97M-V/def2-TZVPD" charge=0 total_energy_ha=-7833.87671
C -2.271 -9.079 -49.920
C -3.398 -8.060 -49.874
C -3.688 -7.938 -48.397
O -2.461 -8.197 -47.727
C -1.708 -9.121 -48.477
H -1.480 -8.831 -50.628
H -2.650 -10.056 -50.230
H -4.265 -8.340 -50.471
H -3.063 -7.103 -50.285
H -4.352 -8.756 -48.073
H -4.199 -7.052 -48.025
H -1.743 -10.120 -48.022
H -0.626 -8.954 -48.452
O 3.539 -13.152 -39.137
S 2.834 -13.741 -40.247
O 1.424 -13.546 -40.468
O 3.587 -13.282 -41.642
C 5.033 -13.110 -41.612
C 5.527 -12.969 -43.032
C 3.141 -15.548 -40.227
H 5.392 -14.017 -41.122
H 5.286 -12.220 -41.038
H 5.151 -13.762 -43.677
H 6.609 -13.023 -43.155
H 5.197 -12.013 -43.444
H 2.486 -15.942 -39.456
H 4.201 -15.674 -40.034
H 2.809 -15.959 -41.177
O -3.541 -15.081 -47.238
S -4.273 -15.634 -46.133
O -4.134 -15.053 -44.823
O -5.863 -15.557 -46.499
C -6.284 -16.083 -47.760
C -7.570 -15.339 -48.134
C -4.137 -17.465 -46.000
H -6.466 -17.156 -47.643
H -5.525 -15.986 -48.539
H -8.101 -15.895 -48.899
H -7.327 -14.295 -48.344
H -8.178 -15.159 -47.243
H -3.414 -17.648 -45.209
H -3.861 -17.852 -46.973
H -5.097 -17.781 -45.598
O 6.456 -14.345 -46.416
S 5.201 -13.937 -46.964
O 4.653 -14.628 -48.116
O 4.096 -14.045 -45.794
C 2.742 -13.642 -46.056
C 2.297 -12.754 -44.909
C 5.193 -12.144 -47.225
H 2.088 -14.517 -46.105
H 2.571 -13.236 -47.057
H 2.364 -13.266 -43.948
H 1.241 -12.533 -45.070
H 2.879 -11.843 -44.769
H 4.276 -11.864 -47.731
H 6.124 -11.824 -47.682
H 5.203 -11.759 -46.204
O -0.288 -8.119 -40.314
S -1.619 -8.063 -40.855
O -1.857 -7.746 -42.228
O -2.309 -9.524 -40.606
C -2.153 -10.105 -39.330
C -1.689 -11.570 -39.420
C -2.743 -7.134 -39.779
H -3.108 -10.106 -38.790
H -1.470 -9.566 -38.669
H -1.323 -11.903 -38.450
H -0.917 -11.634 -40.186
H -2.547 -12.201 -39.658
H -2.551 -7.466 -38.763
H -3.750 -7.364 -40.115
H -2.500 -6.082 -39.913
O 0.641 -17.551 -36.945
S 1.239 -16.230 -36.920
O 2.657 -16.026 -36.979
O 0.535 -15.360 -38.113
C -0.905 -15.353 -38.132
C -1.311 -15.621 -39.574
C 0.672 -15.358 -35.417
H -1.257 -14.360 -37.839
H -1.347 -16.030 -37.399
H -0.794 -16.427 -40.086
H -0.957 -14.727 -40.100
H -2.395 -15.670 -39.675
H -0.245 -14.828 -35.655
H 1.426 -14.620 -35.152
H 0.625 -16.115 -34.640
O -7.244 -10.299 -44.283
S -6.154 -10.749 -45.100
O -5.931 -10.287 -46.451
O -4.770 -10.537 -44.314
C -4.726 -10.945 -42.935
C -5.193 -9.807 -42.005
C -6.209 -12.573 -45.170
H -3.683 -11.205 -42.768
H -5.349 -11.813 -42.712
H -4.547 -8.950 -42.182
H -5.027 -10.153 -40.983
H -6.251 -9.697 -42.226
H -6.750 -12.959 -46.032
H -6.619 -13.084 -44.303
H -5.167 -12.852 -45.324
O 4.950 -8.467 -39.856
S 3.982 -7.633 -40.503
O 4.362 -6.421 -41.192
O 3.122 -8.536 -41.529
C 2.797 -9.879 -41.149
C 2.016 -10.490 -42.301
C 2.684 -7.188 -39.315
H 2.181 -9.841 -40.244
H 3.690 -10.438 -40.866
H 1.166 -9.856 -42.565
H 1.644 -11.479 -42.050
H 2.645 -10.448 -43.191
H 1.893 -6.617 -39.787
H 3.096 -6.631 -38.475
H 2.324 -8.134 -38.912
O -1.336 -17.412 -47.120
S -0.473 -16.653 -47.954
O 0.424 -15.675 -47.372
O 0.426 -17.746 -48.768
C 1.572 -17.252 -49.499
C 2.816 -17.411 -48.643
C -1.327 -15.912 -49.389
H 1.463 -16.177 -49.667
H 1.645 -17.758 -50.459
H 3.651 -16.990 -49.208
H 3.019 -18.456 -48.412
H 2.744 -16.839 -47.721
H -1.849 -16.689 -49.940
H -0.546 -15.511 -50.033
H -1.954 -15.106 -49.018
F -0.987 -19.573 -43.982
C -0.123 -18.548 -43.916
C 1.022 -18.598 -44.702
C 2.031 -17.657 -44.529
C 1.772 -16.580 -43.699
C 0.605 -16.495 -42.970
C -0.347 -17.517 -43.010
H 1.147 -19.431 -45.382
H 2.994 -17.656 -45.019
H 2.565 -15.841 -43.642
H 0.319 -15.725 -42.263
H -1.190 -17.471 -42.337
F 2.774 -8.058 -47.194
C 2.192 -9.121 -47.777
C 2.120 -9.154 -49.144
C 1.562 -10.262 -49.785
C 1.172 -11.363 -49.009
C 1.247 -11.305 -47.619
C 1.786 -10.185 -46.996
H 2.568 -8.365 -49.734
H 1.424 -10.347 -50.853
H 0.771 -12.263 -49.458
H 0.894 -12.121 -47.001
H 1.897 -10.207 -45.920
F 2.552 -4.264 -45.004
C 1.832 -5.400 -44.864
C 1.845 -6.074 -43.644
C 0.948 -7.127 -43.497
C 0.321 -7.608 -44.629
C 0.351 -6.982 -45.874
C 1.065 -5.805 -45.949
H 2.567 -5.733 -42.913
H 0.886 -7.584 -42.521
H -0.306 -8.492 -44.561
H -0.239 -7.397 -46.678
H 1.163 -5.257 -46.879
F -5.628 -14.650 -50.496
C -4.568 -13.840 -50.593
C -4.335 -12.831 -49.677
C -3.206 -12.017 -49.753
C -2.335 -12.211 -50.808
C -2.537 -13.212 -51.746
C -3.669 -13.998 -51.651
H -5.050 -12.739 -48.865
H -3.026 -11.218 -49.050
H -1.497 -11.537 -50.952
H -1.931 -13.332 -52.634
H -3.808 -14.745 -52.424
F -1.697 -11.284 -47.031
C -1.383 -11.931 -45.895
C -1.193 -13.293 -45.944
C -0.991 -14.000 -44.760
C -0.946 -13.325 -43.531
C -1.140 -11.941 -43.520
C -1.305 -11.240 -44.700
H -1.308 -13.806 -46.888
H -0.846 -15.071 -44.786
H -0.821 -13.846 -42.593
H -1.112 -11.321 -42.631
H -1.375 -10.159 -44.712

---

Let's list LUMO energy in order: 4.11 3.63 -0.02 eV.
Let's list relative energy (zero: lowest compared OMol25 entry of this formula, charge and spin) in order: 10.50 0.00 0.00 kcal per mole.
Let's list maximum force in order: 5.88 0.13 2.40 eV/Å.